Entry 1:
A cluster of 9 separate species, C62H143N9O12 in total in a non-equilibrium geometry. Source: the OMol25 dataset; level of theory: the ωB97M-V functional and the def2-TZVPD basis.

Computed properties:
Charge: +1
Expectation value of S²: 0.75
Strongest force on any atom (eV/Å): 3.8
Multiplicity: 2
HOMO-LUMO gap (spin up / spin down) (eV): 6.42 / 2.32
LUMO energy (spin up / spin down) (eV): -2.604 / -6.700

Positions of all 226 atoms, in Å:
C (1.500, -0.996, 6.555)
C (0.036, -0.907, 7.098)
C (-0.520, -2.252, 6.607)
C (-1.765, -2.662, 7.368)
C (-1.480, -2.753, 8.917)
C (-0.989, -1.369, 9.524)
N (0.018, -0.894, 8.614)
O (0.751, 0.254, 9.101)
C (-2.185, -0.408, 9.781)
C (-0.353, -1.803, 10.847)
C (-0.779, 0.250, 6.473)
H (2.062, -0.215, 7.066)
H (1.641, -0.878, 5.480)
H (1.950, -1.884, 6.999)
H (-0.832, -2.145, 5.568)
H (0.106, -3.143, 6.638)
H (-2.145, -3.592, 6.944)
H (-2.478, -1.838, 7.352)
H (-0.753, -3.519, 9.185)
H (-2.456, -2.966, 9.355)
H (-2.103, 0.561, 10.272)
H (-2.686, -0.092, 8.866)
H (-2.931, -0.892, 10.411)
H (-0.017, -0.922, 11.393)
H (-1.158, -2.049, 11.541)
H (0.374, -2.615, 10.859)
H (-0.569, 0.519, 5.437)
H (-0.773, 1.186, 7.032)
H (-1.840, 0.035, 6.606)
H (1.594, -0.113, 9.376)
C (6.384, -2.478, 5.971)
C (5.265, -3.145, 6.878)
C (4.163, -3.754, 5.973)
C (4.427, -5.217, 5.488)
C (4.650, -6.096, 6.817)
C (5.841, -5.609, 7.671)
N (5.698, -4.144, 7.883)
O (6.678, -3.698, 8.740)
C (5.795, -6.429, 9.041)
C (7.171, -5.952, 6.926)
C (4.483, -2.061, 7.743)
H (7.051, -3.204, 5.507)
H (7.099, -1.976, 6.623)
H (5.928, -1.811, 5.240)
H (3.152, -3.733, 6.382)
H (4.133, -3.097, 5.104)
H (5.371, -5.265, 4.946)
H (3.616, -5.657, 4.908)
H (4.708, -7.180, 6.714)
H (3.726, -6.032, 7.392)
H (6.270, -5.910, 9.873)
H (4.812, -6.825, 9.295)
H (6.450, -7.288, 8.891)
H (7.126, -7.008, 6.658)
H (7.200, -5.423, 5.974)
H (8.113, -5.704, 7.413)
H (5.245, -1.855, 8.495)
H (3.614, -2.455, 8.270)
H (4.230, -1.247, 7.064)
H (6.329, -3.773, 9.632)
C (0.449, 5.901, -7.879)
C (0.140, 4.408, -8.139)
C (-1.362, 4.095, -8.357)
C (-1.931, 4.459, -9.728)
C (-1.155, 3.605, -10.691)
C (0.376, 3.938, -10.676)
N (0.879, 3.827, -9.301)
O (2.206, 4.095, -9.181)
C (1.056, 2.773, -11.368)
C (0.674, 5.283, -11.509)
C (0.529, 3.594, -6.919)
H (0.416, 6.444, -8.823)
H (1.433, 6.196, -7.515)
H (-0.205, 6.514, -7.257)
H (-1.697, 3.126, -7.988)
H (-1.995, 4.806, -7.825)
H (-1.837, 5.537, -9.855)
H (-3.008, 4.309, -9.657)
H (-1.628, 3.765, -11.659)
H (-1.338, 2.560, -10.439)
H (0.799, 1.849, -10.850)
H (0.713, 2.756, -12.403)
H (2.142, 2.823, -11.290)
H (0.226, 6.091, -10.931)
H (1.695, 5.620, -11.331)
H (0.343, 5.289, -12.548)
H (0.082, 3.959, -5.994)
H (1.588, 3.428, -6.721)
H (0.176, 2.581, -7.107)
H (2.238, 5.000, -9.502)
C (-5.773, -0.630, 3.080)
C (-5.372, -2.008, 3.578)
C (-6.694, -2.996, 3.424)
C (-6.438, -4.471, 3.627)
C (-5.308, -4.933, 2.710)
C (-3.932, -4.108, 2.720)
N (-4.235, -2.646, 2.831)
O (-3.036, -1.938, 2.940)
C (-3.226, -4.615, 4.060)
C (-3.014, -4.551, 1.524)
C (-5.013, -1.762, 5.081)
H (-4.918, 0.026, 2.912)
H (-6.289, -0.034, 3.832)
H (-6.329, -0.625, 2.143)
H (-7.633, -2.858, 3.960)
H (-6.998, -2.888, 2.383)
H (-7.291, -5.139, 3.504)
H (-6.193, -4.582, 4.683)
H (-5.678, -5.081, 1.696)
H (-5.168, -5.959, 3.050)
H (-3.905, -4.655, 4.912)
H (-2.831, -5.600, 3.813)
H (-2.438, -3.955, 4.423)
H (-1.973, -4.474, 1.839)
H (-3.152, -5.595, 1.243)
H (-3.423, -4.126, 0.608)
H (-5.833, -1.205, 5.534)
H (-4.040, -1.294, 5.224)
H (-4.938, -2.741, 5.554)
H (-3.120, -1.428, 2.131)
C (-1.251, -6.565, -10.574)
O (-0.467, -6.733, -9.397)
C (0.757, -5.935, -9.321)
C (0.663, -4.516, -8.673)
N (0.364, -4.536, -7.222)
C (1.536, -4.932, -6.413)
C (1.366, -4.616, -4.933)
O (2.682, -4.659, -4.255)
C (3.419, -3.415, -4.234)
H (-0.605, -6.921, -11.376)
H (-1.481, -5.504, -10.678)
H (-2.058, -7.296, -10.629)
H (1.137, -5.864, -10.340)
H (1.537, -6.475, -8.785)
H (-0.107, -3.921, -9.165)
H (1.499, -3.823, -8.762)
H (-0.218, -5.360, -7.164)
H (2.512, -4.560, -6.726)
H (1.659, -5.995, -6.623)
H (0.675, -5.233, -4.359)
H (0.937, -3.617, -5.002)
H (3.116, -2.558, -4.836)
H (4.479, -3.604, -4.404)
H (3.143, -3.085, -3.233)
C (0.834, 2.793, 0.554)
O (-0.501, 2.303, 0.415)
C (-1.383, 2.731, 1.424)
C (-2.321, 1.602, 1.917)
N (-2.322, 0.520, 0.954)
C (-3.482, 0.559, 0.011)
C (-3.533, 1.670, -1.025)
O (-3.891, 2.894, -0.355)
C (-4.106, 3.940, -1.228)
H (1.124, 2.467, 1.552)
H (0.883, 3.875, 0.675)
H (1.454, 2.347, -0.224)
H (-1.804, 3.679, 1.089)
H (-0.820, 3.093, 2.285)
H (-3.288, 1.984, 2.246)
H (-1.907, 1.277, 2.872)
H (-1.507, 0.558, 0.359)
H (-4.401, 0.524, 0.596)
H (-3.434, -0.265, -0.700)
H (-4.241, 1.266, -1.749)
H (-2.562, 1.816, -1.498)
H (-4.614, 4.810, -0.812)
H (-4.380, 3.608, -2.230)
H (-3.101, 4.362, -1.258)
C (2.331, -2.173, 2.170)
O (1.228, -1.332, 1.798)
C (0.055, -2.092, 1.268)
C (0.224, -2.473, -0.256)
N (0.301, -1.249, -1.081)
C (0.079, -1.344, -2.524)
C (0.795, -0.112, -3.140)
O (0.305, 1.037, -2.585)
C (0.710, 2.178, -3.409)
H (2.258, -2.365, 3.241)
H (3.227, -1.558, 2.091)
H (2.494, -3.117, 1.650)
H (-0.726, -1.351, 1.440)
H (-0.305, -2.956, 1.826)
H (-0.164, -3.450, -0.544)
H (1.270, -2.777, -0.200)
H (0.913, -0.587, -0.626)
H (-0.951, -1.384, -2.879)
H (0.623, -2.194, -2.937)
H (0.571, -0.152, -4.206)
H (1.875, -0.045, -3.011)
H (1.799, 2.167, -3.359)
H (0.298, 3.070, -2.936)
H (0.356, 2.122, -4.439)
C (-2.333, 6.604, -3.541)
C (-1.563, 7.143, -2.362)
C (-2.442, 8.082, -1.443)
O (-3.426, 7.272, -0.849)
C (-4.231, 8.128, 0.038)
N (-1.047, 6.067, -1.532)
H (-2.541, 7.403, -4.252)
H (-3.294, 6.195, -3.230)
H (-1.881, 5.778, -4.091)
H (-0.781, 7.761, -2.802)
H (-2.904, 8.792, -2.130)
H (-1.900, 8.527, -0.609)
H (-5.018, 7.454, 0.378)
H (-4.681, 8.962, -0.502)
H (-3.659, 8.444, 0.910)
H (-1.077, 5.083, -1.756)
H (-1.555, 6.099, -0.660)
C (2.663, 7.640, -4.809)
C (2.555, 6.246, -4.195)
C (3.322, 6.166, -2.913)
O (3.168, 4.868, -2.365)
C (3.900, 4.665, -1.138)
N (1.134, 5.910, -4.081)
H (3.664, 7.942, -5.116)
H (2.181, 8.396, -4.187)
H (2.046, 7.748, -5.701)
H (2.970, 5.551, -4.924)
H (2.813, 6.875, -2.260)
H (4.350, 6.523, -2.972)
H (3.225, 4.641, -0.282)
H (4.702, 5.353, -0.870)
H (4.386, 3.696, -1.252)
H (0.750, 6.669, -3.536)
H (1.185, 5.133, -3.439)

***

Entry 2:
A cluster of 10 separate species, C62H146N10O11 in total in a non-equilibrium geometry. Source: the OMol25 dataset; level of theory: the ωB97M-V functional and the def2-TZVPD basis.

Computed properties:
Strongest force on any atom (eV/Å): 3.9
HOMO-LUMO gap (eV): 8.70
LUMO energy (eV): 0.421

Positions of all 229 atoms, in Å:
C (4.096, 4.845, 3.687)
C (5.276, 4.863, 2.641)
C (5.714, 6.202, 2.117)
C (6.523, 4.418, 3.540)
C (6.554, 2.905, 3.835)
C (6.458, 2.075, 2.490)
C (5.127, 2.408, 1.706)
C (5.311, 1.616, 0.319)
C (3.923, 1.817, 2.409)
N (5.059, 3.858, 1.480)
O (3.930, 4.180, 0.684)
H (4.313, 5.618, 4.425)
H (3.116, 5.038, 3.252)
H (4.213, 4.081, 4.456)
H (5.984, 6.930, 2.883)
H (6.568, 5.956, 1.485)
H (4.942, 6.671, 1.506)
H (7.511, 4.732, 3.202)
H (6.370, 4.894, 4.508)
H (7.399, 2.716, 4.497)
H (5.770, 2.598, 4.528)
H (6.597, 1.022, 2.736)
H (7.277, 2.294, 1.805)
H (4.384, 1.416, -0.219)
H (5.536, 0.588, 0.601)
H (6.052, 1.993, -0.386)
H (2.996, 2.110, 1.916)
H (3.790, 2.348, 3.351)
H (3.958, 0.737, 2.555)
H (4.260, 4.487, -0.164)
C (-5.313, 2.394, 2.998)
C (-5.977, 1.147, 3.616)
C (-6.375, 1.531, 5.056)
C (-7.360, 0.832, 2.954)
C (-7.184, 0.116, 1.599)
C (-6.224, -1.072, 1.782)
C (-4.790, -0.790, 2.407)
C (-4.101, -2.170, 2.615)
C (-4.017, -0.043, 1.449)
N (-5.121, -0.072, 3.677)
O (-4.062, 0.105, 4.527)
H (-5.330, 2.400, 1.908)
H (-5.723, 3.336, 3.361)
H (-4.277, 2.336, 3.333)
H (-7.071, 2.355, 5.213)
H (-7.069, 0.768, 5.409)
H (-5.572, 1.651, 5.783)
H (-7.916, 0.184, 3.632)
H (-7.820, 1.816, 2.858)
H (-8.138, -0.302, 1.277)
H (-6.709, 0.861, 0.961)
H (-6.153, -1.471, 0.770)
H (-6.696, -1.865, 2.362)
H (-3.215, -1.988, 3.224)
H (-3.834, -2.649, 1.673)
H (-4.774, -2.893, 3.075)
H (-3.483, -0.699, 0.761)
H (-3.218, 0.427, 2.023)
H (-4.546, 0.780, 0.969)
H (-4.348, -0.532, 5.185)
C (1.957, -3.631, 1.263)
C (1.558, -2.256, 0.684)
C (1.566, -1.375, 1.873)
C (2.626, -1.735, -0.277)
C (2.183, -0.459, -1.073)
C (0.902, -0.742, -1.760)
C (-0.292, -1.147, -0.766)
C (-0.781, 0.124, -0.044)
C (-1.363, -1.684, -1.759)
N (0.244, -2.319, 0.014)
O (-0.807, -2.950, 0.708)
H (1.251, -4.216, 1.851)
H (2.294, -4.210, 0.404)
H (2.723, -3.513, 2.030)
H (0.978, -0.463, 1.759)
H (1.054, -1.898, 2.680)
H (2.580, -1.118, 2.179)
H (3.570, -1.470, 0.198)
H (2.673, -2.581, -0.963)
H (2.145, 0.454, -0.478)
H (2.857, -0.368, -1.925)
H (0.933, -1.506, -2.537)
H (0.653, 0.121, -2.379)
H (-1.372, -0.127, 0.837)
H (-1.372, 0.633, -0.806)
H (0.014, 0.824, 0.209)
H (-0.987, -2.416, -2.474)
H (-1.788, -0.885, -2.367)
H (-2.257, -2.066, -1.267)
H (-1.132, -2.181, 1.183)
C (-4.113, 1.589, -6.075)
C (-4.748, 1.543, -4.675)
C (-4.623, 0.161, -4.090)
C (-4.037, 2.583, -3.797)
C (-4.803, 2.810, -2.426)
C (-6.261, 3.254, -2.867)
C (-7.093, 2.321, -3.739)
C (-7.487, 1.135, -2.828)
C (-8.334, 3.084, -4.235)
N (-6.228, 1.916, -4.831)
O (-6.981, 1.093, -5.759)
H (-3.040, 1.400, -6.101)
H (-4.574, 0.755, -6.603)
H (-4.278, 2.559, -6.543)
H (-3.685, -0.349, -4.310)
H (-4.640, 0.255, -3.004)
H (-5.375, -0.551, -4.430)
H (-2.996, 2.331, -3.595)
H (-4.193, 3.467, -4.415)
H (-4.769, 1.917, -1.802)
H (-4.366, 3.529, -1.732)
H (-6.060, 4.264, -3.225)
H (-6.780, 3.282, -1.909)
H (-7.595, 0.235, -3.432)
H (-8.375, 1.117, -2.196)
H (-6.634, 0.932, -2.180)
H (-7.941, 3.942, -4.780)
H (-8.926, 3.443, -3.393)
H (-8.987, 2.480, -4.865)
H (-7.103, 1.674, -6.514)
C (5.992, -3.569, -3.810)
O (7.168, -3.601, -3.040)
C (7.432, -4.612, -2.059)
C (6.466, -4.542, -0.877)
C (6.509, -3.154, -0.177)
N (6.635, -5.592, 0.083)
H (6.087, -3.039, -4.757)
H (5.263, -2.995, -3.237)
H (5.650, -4.585, -4.003)
H (7.421, -5.605, -2.507)
H (8.475, -4.557, -1.748)
H (5.460, -4.664, -1.280)
H (5.694, -3.011, 0.533)
H (6.354, -2.326, -0.869)
H (7.520, -2.999, 0.199)
H (6.120, -5.426, 0.935)
H (6.055, -6.329, -0.293)
C (0.742, -7.767, 2.882)
O (1.897, -7.335, 2.213)
C (2.720, -8.374, 1.657)
C (2.922, -8.318, 0.132)
C (3.845, -9.471, -0.355)
N (3.554, -7.076, -0.243)
H (0.200, -8.332, 2.124)
H (0.113, -6.916, 3.146)
H (1.040, -8.431, 3.693)
H (3.758, -8.280, 1.979)
H (2.224, -9.303, 1.940)
H (1.965, -8.500, -0.357)
H (3.515, -10.443, 0.012)
H (4.852, -9.384, 0.053)
H (3.968, -9.488, -1.438)
H (3.094, -6.364, 0.306)
H (3.567, -6.829, -1.222)
C (-2.266, -2.940, -5.631)
O (-1.341, -3.268, -4.565)
C (-0.101, -3.817, -4.946)
C (-0.017, -5.157, -4.113)
C (-1.143, -6.272, -4.512)
N (-0.103, -5.091, -2.637)
H (-1.867, -2.153, -6.270)
H (-3.166, -2.557, -5.150)
H (-2.606, -3.813, -6.189)
H (0.135, -3.727, -6.007)
H (0.620, -3.112, -4.532)
H (0.976, -5.567, -4.295)
H (-1.191, -6.351, -5.598)
H (-2.164, -6.076, -4.183)
H (-1.020, -7.282, -4.121)
H (-0.918, -4.604, -2.294)
H (0.688, -4.504, -2.413)
C (-0.302, 6.581, -7.035)
O (-0.591, 5.510, -6.099)
C (0.520, 5.142, -5.261)
C (0.122, 4.120, -4.182)
C (1.292, 3.536, -3.386)
N (-0.397, 2.903, -4.781)
H (0.612, 6.392, -7.597)
H (-0.071, 7.510, -6.513)
H (-1.176, 6.838, -7.634)
H (1.252, 4.867, -6.021)
H (0.882, 5.987, -4.675)
H (-0.566, 4.532, -3.444)
H (1.931, 2.849, -3.941)
H (0.924, 2.984, -2.521)
H (1.865, 4.326, -2.900)
H (-1.031, 3.343, -5.432)
H (0.317, 2.596, -5.426)
C (4.047, -3.808, 4.551)
O (4.008, -3.521, 5.934)
C (2.828, -3.142, 6.552)
C (2.207, -1.782, 6.254)
C (3.012, -0.580, 6.824)
N (0.870, -1.816, 6.908)
H (5.049, -3.681, 4.141)
H (3.410, -3.207, 3.902)
H (3.825, -4.873, 4.484)
H (2.224, -4.041, 6.434)
H (3.084, -3.097, 7.611)
H (2.207, -1.598, 5.179)
H (2.967, -0.410, 7.900)
H (2.618, 0.352, 6.417)
H (4.066, -0.759, 6.612)
H (0.362, -1.052, 6.484)
H (0.863, -1.877, 7.916)
C (-0.043, 3.219, 3.946)
O (0.349, 4.309, 3.144)
C (0.483, 4.022, 1.726)
C (0.835, 5.319, 0.876)
N (-0.272, 5.954, 0.102)
C (-1.501, 6.444, 0.749)
C (-2.710, 5.487, 0.795)
O (-3.785, 6.140, 1.402)
C (-5.038, 5.855, 0.838)
H (-0.144, 3.554, 4.978)
H (0.733, 2.465, 4.075)
H (-0.988, 2.783, 3.621)
H (-0.204, 3.402, 1.150)
H (1.390, 3.421, 1.650)
H (1.538, 5.004, 0.104)
H (1.304, 6.085, 1.494)
H (0.138, 6.806, -0.251)
H (-1.807, 7.380, 0.282)
H (-1.143, 6.674, 1.753)
H (-2.449, 4.504, 1.188)
H (-2.825, 5.270, -0.267)
H (-5.197, 4.777, 0.867)
H (-5.079, 6.357, -0.128)
H (-5.780, 6.232, 1.542)